Record 1
Computed, not measured: 6 unconnected molecules or ions with the total composition C18H48O6 at a distorted geometry, with ωB97M-V with the def2-TZVPD basis set.

Structure (XYZ):
```
72
Properties=species:S:1:pos:R:3:forces:R:3
C -2.47720 -4.54720 1.56524 1.1 -0.3 -0.1
C -2.14089 -3.85707 2.88484 -0.3 0.5 -0.1
C -0.68717 -4.03947 3.26640 0.5 -0.3 -0.4
O -2.46924 -2.46819 2.78723 0.1 -0.3 0.2
H -3.50074 -4.38712 1.24505 -0.1 0.0 0.1
H -2.21767 -5.61172 1.58927 -0.4 0.0 0.2
H -1.78045 -4.16705 0.80619 -0.3 0.3 -0.1
H -2.75877 -4.26825 3.68874 -0.1 0.1 -0.1
H -0.01311 -3.63523 2.50072 -0.2 0.0 -0.1
H -0.46994 -5.11138 3.33196 0.1 0.1 0.2
H -0.40320 -3.53817 4.18969 -0.3 -0.1 0.2
H -2.01007 -2.12648 2.00081 -0.3 0.1 -0.1
C 0.95515 -0.97964 -0.04421 0.3 0.5 -0.1
C -0.15909 -0.60924 0.90799 -0.6 0.5 0.2
C -0.32252 0.90483 1.04297 -0.1 0.2 -0.6
O -1.41135 -1.15035 0.47554 0.0 -0.2 0.2
H 1.81239 -0.32065 0.12347 0.1 -0.3 0.2
H 0.66242 -0.77834 -1.07893 -0.2 -0.2 0.0
H 1.26009 -2.01908 0.05973 0.0 0.0 -0.1
H 0.02714 -1.01422 1.91008 0.1 -0.1 -0.1
H -1.10613 1.22866 1.72867 0.1 -0.4 0.4
H -0.67586 1.29882 0.08274 0.3 0.0 -0.1
H 0.62733 1.37878 1.29993 -0.1 0.0 0.1
H -1.37489 -1.44673 -0.45145 0.2 -0.1 0.2
C -3.91602 -1.43727 -1.79731 0.1 -0.4 -0.5
C -2.77688 -1.70097 -2.81512 -0.1 0.4 1.7
C -2.31162 -0.39338 -3.43243 0.0 -0.3 -0.5
O -1.62456 -2.25530 -2.09006 -0.7 -0.1 -0.6
H -4.40428 -0.49220 -2.03022 -0.1 0.0 0.1
H -3.55053 -1.41596 -0.77317 0.1 0.2 0.0
H -4.65847 -2.23478 -1.85882 0.0 0.1 0.1
H -3.13424 -2.48439 -3.48031 0.2 0.3 -0.6
H -2.20517 0.36691 -2.65855 0.1 -0.1 0.1
H -3.02174 0.00427 -4.16106 0.0 -0.1 0.0
H -1.34912 -0.55828 -3.91833 0.0 0.2 -0.1
H -1.36318 -3.02894 -2.59653 0.3 0.0 0.3
C -0.49836 3.72778 -1.98945 0.3 -0.1 -0.1
C 0.43906 4.23249 -0.89016 0.0 0.1 -0.6
C 1.79856 3.52754 -0.93734 -0.5 -1.1 -0.2
O 0.72815 5.62159 -1.07449 -0.2 0.0 0.0
H -1.40366 4.32824 -2.10324 -0.1 -0.1 0.3
H -0.75932 2.68771 -1.78187 -0.2 0.0 0.0
H -0.00919 3.75047 -2.96656 0.2 0.0 0.1
H -0.06113 4.09452 0.07331 0.1 0.0 0.1
H 1.87707 2.83676 -1.78588 -0.1 0.5 -0.4
H 1.93114 2.80145 -0.13132 0.2 0.6 0.5
H 2.58290 4.27231 -1.00829 0.2 -0.1 0.3
H -0.10969 6.08699 -1.16757 0.1 0.1 0.0
C 3.59303 -0.47833 -4.78873 -0.5 -0.7 0.4
C 3.55855 -0.88705 -3.31504 1.2 0.5 -0.3
C 2.89008 -2.22345 -3.10322 0.1 0.2 0.4
O 4.90652 -1.00973 -2.81229 -0.2 -0.3 0.1
H 4.04572 0.49669 -4.95419 -0.1 0.1 0.0
H 2.55996 -0.50088 -5.14752 0.1 0.3 -0.2
H 4.14598 -1.23765 -5.34494 0.1 0.1 -0.1
H 3.09887 -0.08832 -2.72272 -0.4 -0.2 -0.1
H 3.45136 -3.02241 -3.58744 0.0 0.1 -0.2
H 1.86873 -2.17445 -3.48009 -0.1 -0.2 0.1
H 2.89549 -2.45374 -2.03693 -0.2 0.0 0.0
H 5.47245 -0.36215 -3.23814 -0.1 0.1 0.0
C 1.61131 1.97285 4.53099 -0.2 -0.2 -0.4
C 0.53490 3.00242 4.19263 0.3 -0.4 0.9
C -0.76110 2.76327 4.95347 -0.3 0.4 -0.2
O 1.07149 4.28508 4.51574 -0.1 0.3 -0.6
H 1.26438 0.94672 4.38015 -0.1 0.0 0.1
H 1.91065 2.11465 5.56862 0.1 -0.1 0.0
H 2.47590 2.10793 3.88049 0.1 0.1 0.1
H 0.32877 2.96275 3.12404 0.0 0.3 -0.1
H -1.39564 3.64763 4.84395 0.0 -0.1 -0.1
H -0.60195 2.63123 6.02619 0.2 -0.2 0.0
H -1.31960 1.91274 4.56278 0.1 -0.1 0.1
H 0.82821 4.52112 5.41432 -0.1 -0.1 0.1
```
Positions in Å, forces in eV/Å.

Properties
- total charge = 0
- SMILES string = CC(C)O.CC(C)O.CC(C)O.CC(C)O.CC(C)O.CC(C)O
- relative energy (zero: lowest compared OMol25 entry of this formula, charge and spin) (kcal per mole) = 18.2
- E_LUMO (eV) = 0.37

---

Record 2
Computed, not measured: a molecular structure, C20H50O25S6V at a distorted geometry, with ωB97M-V with the def2-TZVPD basis set.

Structure (XYZ):
```
102
Properties=species:S:1:pos:R:3:forces:R:3
O -10.34841 -5.69448 -6.68350 -1.9 -1.3 2.4
V -11.48638 -5.86530 -5.58284 -1.2 1.4 -2.6
O -15.07427 -5.69058 -7.46492 0.7 -0.4 0.5
C -13.88225 -5.74745 -6.89998 2.1 0.1 -0.1
O -12.96156 -6.46949 -7.34383 0.1 -1.1 -1.0
O -13.51229 -5.03034 -5.92079 -0.4 0.8 1.5
H -15.70002 -5.33066 -6.80440 -0.9 0.7 0.4
O -17.43601 -5.05247 -3.50507 0.5 0.6 -0.9
C -17.58878 -5.35475 -4.84964 -0.3 -1.6 -2.1
O -17.00360 -4.50156 -5.59974 0.6 0.0 0.0
O -18.14697 -6.38772 -5.24344 0.1 0.5 1.1
H -16.79356 -4.35603 -3.79120 -0.4 0.2 1.3
O -17.22469 -10.52484 -7.39670 0.5 0.1 -1.1
S -16.70828 -9.65137 -8.42917 -1.3 1.7 0.2
O -15.32534 -9.72148 -8.85294 -1.3 -0.3 0.1
O -17.63486 -9.69076 -9.76162 1.3 -0.6 0.1
C -19.07021 -9.77591 -9.69918 -0.6 -0.3 1.5
C -19.62133 -10.45459 -10.93576 1.1 0.5 0.5
C -17.09154 -7.96593 -7.92573 1.2 -1.0 0.4
H -19.49951 -8.78836 -9.51133 0.2 0.2 -0.4
H -19.34230 -10.32482 -8.79346 0.2 -0.3 -0.1
H -20.60705 -10.83888 -10.68696 -0.1 0.2 -0.4
H -18.93940 -11.27272 -11.16642 -0.2 -0.1 -0.2
H -19.57202 -9.71779 -11.73577 -0.5 -0.3 -0.3
H -16.63084 -7.29989 -8.65138 -0.4 0.1 -0.1
H -16.54078 -7.84713 -6.99136 -0.2 0.1 0.1
H -18.15104 -7.85805 -7.71222 0.0 0.1 -0.2
O -12.38825 -7.77965 -4.98156 0.7 0.6 0.0
S -12.93122 -9.12140 -5.12166 -1.4 -0.3 -0.6
O -12.45426 -10.13376 -4.22910 -0.1 0.6 -0.5
O -14.52591 -8.88544 -4.94698 2.0 -0.2 -0.2
C -15.31625 -10.02886 -4.56784 -1.5 -1.1 -0.2
C -16.17249 -9.66840 -3.39910 -0.7 -0.5 0.7
C -12.90285 -9.61277 -6.83490 -0.1 -0.1 0.6
H -14.75135 -10.94854 -4.41106 0.6 0.5 0.4
H -16.00160 -10.33420 -5.36398 0.3 0.7 -0.5
H -15.60057 -9.46283 -2.49421 0.0 0.2 0.0
H -16.82311 -10.51918 -3.17514 0.3 -0.3 0.0
H -16.92387 -8.90672 -3.61441 0.5 0.5 -0.1
H -13.47894 -8.87214 -7.38552 0.1 0.0 0.0
H -13.41926 -10.57207 -6.83910 0.0 0.0 -0.2
H -11.89137 -9.70763 -7.22322 0.1 0.0 0.2
O -10.97434 -3.87292 -5.02846 0.7 0.4 0.3
S -11.19900 -2.60594 -4.35772 -2.2 2.4 -0.8
O -11.34614 -2.51216 -2.92972 0.6 -0.4 -1.2
O -10.09786 -1.56523 -4.91832 -0.4 -2.0 0.7
C -9.99863 -0.34372 -4.19484 1.5 2.1 -0.2
C -9.05631 0.54534 -5.04558 -0.9 -0.4 0.0
C -12.64734 -1.85096 -5.20947 -0.4 -0.6 0.9
H -9.50637 -0.42490 -3.22577 -0.3 -0.7 0.1
H -10.95310 0.16138 -4.04357 -0.2 -0.3 -0.2
H -9.07849 1.57013 -4.67761 0.2 -0.1 0.2
H -9.41841 0.58068 -6.07329 0.1 -0.1 0.0
H -8.05114 0.13045 -5.03201 0.0 0.1 0.0
H -13.01530 -0.94179 -4.73308 0.7 0.1 0.3
H -13.48345 -2.53602 -5.05602 0.2 -0.4 -0.3
H -12.46270 -1.65406 -6.26177 0.3 -0.3 0.0
O -14.29728 -7.43614 -13.10406 -0.4 0.7 0.6
S -14.35361 -6.44659 -12.04742 0.2 0.1 -0.2
O -13.78204 -5.14016 -12.27210 -0.7 -1.1 0.5
O -15.90964 -6.20907 -11.57839 1.9 0.2 -0.8
C -16.85593 -7.29428 -11.75153 0.5 0.4 0.5
C -17.68458 -7.09477 -13.00080 -0.3 -0.1 -0.2
C -13.63403 -7.23594 -10.58564 -1.2 0.6 0.1
H -17.32921 -7.20808 -10.77319 -0.8 -0.5 -0.4
H -16.30560 -8.23578 -11.76794 -0.2 -0.1 -0.2
H -18.34403 -7.94914 -13.16769 0.2 -0.2 0.0
H -17.01781 -6.97970 -13.85542 0.1 -0.3 0.0
H -18.35555 -6.23544 -13.03695 0.3 0.2 0.6
H -12.54965 -7.22222 -10.63527 -0.1 -0.1 -0.3
H -14.09497 -8.21939 -10.50592 0.4 -0.2 -0.2
H -13.96835 -6.69864 -9.69723 0.2 0.3 -0.1
O -15.88502 -2.13701 -9.93389 -0.6 0.5 0.6
S -16.62701 -1.63767 -8.79870 0.8 -1.0 0.5
O -17.02807 -0.25947 -8.70147 -0.3 -1.1 -0.2
O -17.91525 -2.58828 -8.57614 0.5 1.4 0.3
C -17.84418 -3.97889 -8.88431 -1.0 -1.5 -0.1
C -18.40130 -4.24330 -10.27292 0.6 0.5 -0.5
C -15.65783 -2.00576 -7.31151 0.3 0.7 -0.6
H -18.48006 -4.52813 -8.18636 0.0 0.6 0.5
H -16.86306 -4.42239 -8.71664 0.3 0.5 -0.4
H -19.46978 -4.06712 -10.39700 0.0 0.2 0.5
H -18.23156 -5.27183 -10.59390 0.2 0.1 0.1
H -17.87681 -3.54644 -10.92924 0.0 -0.4 -0.4
H -15.29628 -3.02986 -7.32785 -0.6 -0.2 0.3
H -16.21341 -1.66095 -6.44375 -0.2 -0.6 0.0
H -14.75505 -1.39271 -7.35372 -0.1 0.2 -0.4
O -12.35007 -5.42547 -3.45086 0.1 0.4 0.7
S -13.45088 -5.18713 -2.51921 -1.1 -0.4 -0.1
O -13.20472 -5.21916 -1.08860 -0.2 0.2 -2.0
O -14.12586 -3.76199 -2.96437 1.3 -1.2 0.4
C -15.10816 -3.18438 -2.08368 -0.7 0.8 0.4
C -15.55546 -1.84567 -2.64529 -0.2 0.0 -0.8
C -14.74743 -6.36371 -3.01381 0.9 1.0 0.4
H -14.75946 -2.93168 -1.08123 0.7 -0.7 -0.1
H -15.93762 -3.88521 -1.98492 -0.1 0.1 0.0
H -15.88795 -1.88440 -3.68510 -0.1 -0.3 0.0
H -14.77273 -1.08611 -2.63327 0.2 -0.2 0.3
H -16.39750 -1.48348 -2.05597 0.0 0.0 0.1
H -14.36921 -7.34726 -2.74879 -0.3 0.0 0.4
H -14.86701 -6.33522 -4.09508 0.1 0.4 0.0
H -15.64426 -5.99156 -2.52302 -0.1 -0.7 0.1
```
Positions in Å, forces in eV/Å.

Properties
- total charge = 0
- <S²> = 0.78
- spin multiplicity = 2
- E_LUMO (spin up / spin down) (eV) = -2.40 / -1.91

---

Record 3
Computed, not measured: C7H14O in the gas phase at a distorted geometry, with ωB97M-V with the def2-TZVPD basis set.

Structure (XYZ):
```
22
Properties=species:S:1:pos:R:3:forces:R:3
C -1.82500 -0.89731 -0.56048 -2.1 -0.1 1.0
O 0.58736 1.70742 -0.26696 -0.7 1.1 0.0
C -1.41917 0.29860 -0.07739 -3.4 1.5 1.1
C -1.72414 0.67251 1.38946 1.5 -0.5 -0.2
C 0.27499 0.51419 -0.39916 4.2 -1.2 -1.1
C 0.48141 -0.10493 -1.83001 -2.1 0.3 0.6
C 1.05747 -0.40603 0.63399 -1.5 0.4 -0.1
C 2.54812 -0.15029 0.55431 0.4 0.4 -0.3
H -1.88397 -1.74747 0.09595 0.7 -0.5 0.1
H 1.45438 -0.50303 -1.88321 1.2 -0.5 -0.2
H -2.58338 -0.91977 -1.32701 0.6 -0.2 -1.0
H -1.88154 1.14923 -0.57798 0.6 -0.1 -1.0
H -1.13563 1.58778 1.56305 -0.2 -0.3 0.4
H -1.42666 -0.15145 2.03758 0.0 0.2 0.4
H -2.78263 0.87257 1.52213 -0.1 0.0 -0.2
H 0.31716 0.57261 -2.65786 -0.1 0.3 0.0
H -0.30642 -0.88663 -1.87819 0.7 -0.1 -0.3
H 0.63979 -0.02077 1.55746 0.4 -0.3 0.6
H 0.75246 -1.45106 0.51125 0.2 0.0 0.1
H 2.71514 0.92790 0.53015 -0.1 0.0 0.0
H 3.02115 -0.55775 -0.34608 -0.2 -0.1 0.1
H 3.11912 -0.50631 1.40900 -0.2 -0.3 0.1
```
Positions in Å, forces in eV/Å.

Properties
- total charge = 0
- relative energy (zero: lowest compared OMol25 entry of this formula, charge and spin) (kcal per mole) = 104.3
- E_LUMO (eV) = -1.37